# 1
8
Properties=species:S:1:pos:R:3:forces:R:3 method="wB97M-V/def2-TZVPD" e_tot_ha=-551.92100 de_lowest_kcal_mol=67.6 e_homo_ev=-8.8570
H -1.124981 -0.857749 0.947373 -0.7 -1.1 -0.3
C -0.553683 0.216207 -1.517343 0.3 0.6 -0.2
C -0.292786 -0.507545 0.377986 -1.3 2.0 -2.3
H 1.735514 -0.945505 -0.607922 1.9 2.1 -1.7
S 0.992554 -1.651634 0.098891 -1.8 -2.5 2.1
H -0.078739 0.405912 0.920428 0.8 0.4 -0.4
H 0.580240 0.254645 -1.614786 -0.8 0.0 -0.6
O -1.300262 0.582990 -2.405308 1.5 -1.5 3.4

=====

# 2
47
Properties=species:S:1:pos:R:3:forces:R:3 method="wB97M-V/def2-TZVPD" e_tot_ha=-2618.37005 total_charge=+2 de_lowest_kcal_mol=0.0 e_homo_ev="-13.7601 / -14.6931" spin_multiplicity=5
C 2.902318 0.695173 -1.338593 0.2 0.0 0.0
C -2.823184 -1.417083 0.542387 0.0 0.0 -0.1
C -0.673790 1.860067 -1.485687 0.0 0.1 0.0
Cl 4.321828 -3.156723 -3.014058 0.0 0.0 0.0
S -1.837959 -1.490319 -1.002671 -0.1 -0.2 0.0
H 0.250430 1.947989 -2.055538 0.0 0.0 0.0
C 2.618504 -1.566961 -1.694182 0.1 -0.2 -0.1
C 3.813596 -1.648608 -2.394206 -0.1 0.2 0.1
H 2.525190 1.603631 -0.889945 0.0 0.0 0.0
C -0.233999 -3.710303 -0.249979 -0.3 0.0 0.3
C -1.446761 -3.270727 -1.070142 0.4 0.0 0.0
H -2.852154 0.735606 0.778430 0.0 0.1 0.0
F -1.500113 5.603410 2.463443 0.0 0.1 0.2
C -0.458650 -1.319879 2.892220 0.3 0.0 -0.2
H -2.346007 -3.810264 -0.773697 0.0 0.1 0.0
H -2.572587 -2.297767 1.124625 0.0 -0.1 0.0
H 0.833953 4.932751 1.616231 0.0 0.0 0.0
H -3.055123 2.723107 -0.548900 0.0 0.0 0.0
H 2.024931 -2.460290 -1.558476 0.0 0.1 0.0
H -1.267995 -3.477252 -2.126243 0.0 0.0 0.0
N 2.170348 -0.418248 -1.180039 -0.3 0.1 0.1
C 4.564482 -0.493488 -2.571769 0.0 -0.1 0.0
C 4.098537 0.692280 -2.028687 -0.1 0.0 0.1
H 1.222522 3.254145 -0.148087 0.0 0.0 0.0
H 0.043047 -4.717672 -0.561398 0.0 0.0 -0.1
Rh 0.159403 -0.103594 -0.419712 -0.2 0.0 0.1
C 0.427321 -2.391645 2.236917 -0.5 -0.1 -0.1
H 1.098451 -2.806509 2.986618 0.0 0.1 0.0
S -0.490799 -3.821638 1.557554 0.2 0.2 -0.1
H 5.495824 -0.527217 -3.121626 0.0 0.0 0.0
S -0.839368 0.123231 1.827782 -0.1 -0.1 0.2
H -3.165319 -0.169348 2.258177 0.0 0.0 0.0
H 0.056467 -0.891568 3.751665 0.0 0.1 0.0
H 4.654967 1.612013 -2.138895 0.0 0.0 0.0
H -1.402706 -1.731749 3.245570 0.0 0.0 0.0
C 0.011617 4.409246 1.146856 0.2 0.0 0.0
H -3.406001 4.383767 1.250243 0.0 0.0 0.0
C -0.884043 2.803253 -0.460396 0.1 -0.1 -0.1
H -1.537071 1.526178 -2.050117 0.0 0.0 0.0
H -3.870063 -1.475562 0.242112 0.0 0.0 0.0
C -2.411702 4.089942 0.939705 -0.1 0.0 0.0
C -1.302011 4.706675 1.532706 0.0 -0.2 -0.2
C 0.212976 3.476337 0.172471 0.0 0.1 0.1
H 0.616826 -3.054404 -0.430334 0.0 -0.1 0.0
C -2.205802 3.158735 -0.037106 -0.1 0.0 0.1
C -2.578974 -0.155081 1.339585 0.2 0.0 -0.1
H 1.038648 -1.953642 1.445187 0.2 0.0 0.0

=====

# 3
24
Properties=species:S:1:pos:R:3:forces:R:3 method="wB97M-V/def2-TZVPD" e_tot_ha=-748.73591 de_lowest_kcal_mol=22.9 e_homo_ev=-8.7715
C -2.450546 1.760055 0.490028 0.7 0.2 0.8
C 0.041906 0.926185 0.739074 -0.1 -2.3 1.2
H -0.633311 2.986005 0.508948 -0.1 -0.1 1.0
H 1.253891 -1.494631 -1.429346 0.6 0.0 0.2
C 1.297189 -0.669967 -2.133878 -0.9 -0.4 -0.5
H 1.583964 -1.523281 0.451188 0.1 0.0 0.1
H -1.161022 -3.018409 -0.401003 0.1 0.0 0.0
H -0.947156 -3.183434 1.095221 0.2 0.0 -0.1
H 0.314603 -0.709104 -2.608993 -0.2 0.5 0.2
H 0.145549 0.732025 1.820656 -0.1 1.0 0.1
H 1.794493 2.037849 0.506197 0.5 0.0 -0.2
S 1.778715 0.952229 -1.531242 0.3 0.4 -0.7
C -0.946842 1.954279 0.308128 0.3 1.0 -2.1
H 2.084748 0.314185 0.769524 0.3 0.1 0.0
H -0.358550 -0.084820 0.536375 0.0 0.2 -0.8
H -2.951838 2.409757 -0.222399 -0.2 0.1 0.2
O 1.472715 -2.409950 0.809054 -0.1 0.0 0.0
O -1.480215 -3.505433 0.362565 -0.3 0.0 0.0
H -2.702379 2.045844 1.512654 -0.4 0.0 -0.1
H -2.785708 0.737067 0.325744 0.1 -0.1 -0.1
H 1.953623 -0.904491 -2.965996 0.5 -0.1 0.2
H 2.004311 -2.428694 1.610090 0.0 0.0 0.0
H -0.787872 2.043971 -0.772942 -0.1 -0.5 -0.3
C 1.479732 1.032772 0.220359 -1.0 0.2 0.6

=====

# 4
16
Properties=species:S:1:pos:R:3:forces:R:3 method="wB97M-V/def2-TZVPD" e_tot_ha=-400.15810 de_lowest_kcal_mol=39.8 e_homo_ev=-10.1217
H 0.287305 -1.805077 -0.539927 -0.1 -1.1 -0.6
N -0.833322 -0.080704 -0.925907 1.6 -0.5 -2.0
H 0.108949 1.013900 -2.454668 0.0 -0.5 -0.2
O 0.915708 0.484413 1.490742 -1.7 1.5 0.7
C 0.477645 -0.763213 -0.622896 -1.4 0.0 1.3
H -1.033972 -0.217566 -3.103526 -0.1 -0.1 -0.1
H -2.373643 0.857013 1.202809 -1.0 -0.8 0.5
H 1.179353 -0.597605 -1.418247 0.5 0.2 -0.1
H -1.236421 0.864149 -0.018377 -1.3 0.3 1.5
C -0.849025 0.497340 -2.313729 1.6 0.1 1.3
O -1.679838 1.384111 0.859148 2.0 1.0 -1.0
O 1.862087 -1.492075 1.140856 -0.4 0.7 -0.1
H -1.516767 1.306123 -2.291390 -1.5 0.8 -0.3
H -0.003359 0.971728 1.376932 1.3 -1.0 -0.2
H -1.557446 -0.785532 -0.935946 -0.1 -0.1 0.4
C 1.116171 -0.600950 0.797600 0.5 -0.5 -1.2

=====

# 5
14
Properties=species:S:1:pos:R:3:forces:R:3 method="wB97M-V/def2-TZVPD" e_tot_ha=-705.59384 de_lowest_kcal_mol=20.3 e_homo_ev=-8.3537
C -2.133527 0.366382 0.239609 -0.2 -0.8 0.1
S 0.520262 1.134228 0.097162 0.2 1.1 0.5
H 1.418730 -1.968158 -1.613574 -0.4 0.5 0.4
H -2.759579 -0.478076 -0.064281 -0.7 -0.2 0.0
C 1.021955 -1.355484 -0.787364 0.7 -1.0 0.1
H -1.125531 -2.023846 -0.670880 -0.4 -0.4 -0.2
H 2.558689 0.338912 -0.846723 0.0 -0.1 -0.1
C 1.706163 -0.074808 -0.323021 1.1 -0.1 -0.9
H 2.876209 -1.839880 0.341041 -0.9 0.7 0.2
C -0.410234 -1.247383 -0.525121 -0.1 2.3 0.6
C -0.739137 -0.011421 -0.023137 -0.8 -1.2 -0.6
H 1.492545 -1.367577 1.480985 -0.1 -0.1 -0.7
C 1.898572 -1.312069 0.460185 1.0 -0.7 0.6
O -2.606001 1.374959 0.696493 0.6 0.1 -0.1

=====

# 6
35
Properties=species:S:1:pos:R:3:forces:R:3 method="wB97M-V/def2-TZVPD" e_tot_ha=-3910.81316 total_charge=+1 e_homo_ev="-10.3993 / -11.3195" spin_multiplicity=5
H 0.953295 -3.319460 -1.328426 -0.2 0.1 0.0
H -0.437613 -2.578500 -2.146579 0.2 0.0 0.2
H 1.589660 -2.628603 1.306521 -0.6 -0.4 -0.1
S -0.107710 0.660447 3.993081 1.1 -1.0 -1.1
H 1.669821 2.515416 1.249043 -0.4 0.3 0.0
H -0.703121 2.495830 -1.978270 0.3 0.0 0.3
S -0.596634 -2.278390 0.219879 1.2 -2.7 -0.7
H 2.089187 -1.175427 -1.096016 -0.4 0.1 -0.3
C 0.612328 -3.144147 1.306606 -0.2 -0.1 -0.1
C 1.161354 -1.199517 -1.691148 -0.3 0.7 0.0
H -3.364739 -0.926494 0.993809 0.6 0.4 0.2
H 0.188117 -3.138137 2.319934 0.1 0.0 -0.3
H -0.463893 -0.026577 -2.020159 0.5 0.0 0.5
H -2.446348 -0.955705 -1.250062 0.4 0.6 0.3
H -2.401097 0.901900 -1.249178 0.4 -0.5 0.4
C 0.141814 2.409135 -1.276604 -0.6 0.4 0.2
H -3.223046 0.913485 1.090453 0.4 -0.4 0.0
C 1.055082 1.266614 -1.660605 -0.3 -0.5 -0.1
S -1.298063 -0.402401 2.669314 -0.5 0.4 3.4
H 1.418614 -1.182705 -2.773839 0.0 -0.1 0.7
H 0.692632 -4.176356 0.925737 0.0 0.5 0.3
H 0.678901 3.363286 -1.283635 -0.2 -0.1 0.1
S -0.612080 2.184291 0.413948 1.2 3.1 -0.9
H 0.795136 4.071100 0.968631 -0.1 -0.3 0.3
H 1.999990 1.296210 -1.095828 -0.3 -0.1 -0.2
S 1.844277 0.267604 3.192141 -1.2 0.3 0.0
C -2.810151 -0.023215 0.694423 -0.6 -0.1 -2.3
C 0.715960 3.048614 1.359818 -0.2 -0.3 -0.2
S 1.524501 -0.070843 1.231591 0.7 0.1 1.2
H 0.403840 3.029348 2.406959 0.1 0.2 -0.2
Mn -0.722633 -0.060790 0.642802 0.4 0.1 -0.9
C 0.329807 -2.422269 -1.372886 -0.5 -0.4 -0.1
N 0.321604 -0.000669 -1.350323 1.4 0.0 -2.0
C -2.275777 -0.029368 -0.662831 -2.2 0.0 1.0
H 1.276993 1.316285 -2.748311 0.0 0.1 0.6

=====

# 7
25
Properties=species:S:1:pos:R:3:forces:R:3 method="wB97M-V/def2-TZVPD" e_tot_ha=-1570.26907 e_homo_ev=-8.0007
H 2.792642 1.835589 -0.634933 0.1 0.0 0.1
C 1.152576 0.484602 -0.908112 0.4 0.3 0.3
O -0.775022 -0.676601 1.644570 0.9 0.0 -1.6
O 1.391086 -1.430159 1.665368 -0.6 0.2 0.9
C 0.422120 -1.029113 1.071320 0.7 -0.2 0.4
H -1.804776 -2.539205 -2.006354 0.2 0.1 0.1
H 1.389983 0.410310 -1.980224 0.1 -0.4 0.2
O -2.220477 2.070356 -1.283219 -0.4 -1.1 -0.3
C 2.437604 0.914468 -0.173671 -0.4 -0.1 -0.3
C -0.652289 -1.225080 -1.199246 -2.2 0.1 -2.4
H 3.236471 0.169532 -0.237873 -0.3 0.0 -0.1
H 1.367952 -1.636739 -0.750383 0.0 -0.2 0.3
Cl 0.214124 3.083467 -0.104840 0.2 -0.4 -0.2
H -0.443591 -1.619207 3.445019 0.0 0.0 0.0
H 2.235121 1.105810 0.877867 0.1 0.0 0.1
C -1.215522 1.141591 -1.300366 1.6 2.3 1.3
C -1.483982 -0.238444 -1.682057 0.9 -0.6 0.5
O -0.943085 -2.534985 -1.558130 1.0 1.1 1.0
C 0.040205 1.505702 -0.842715 -2.0 -1.1 -0.6
C 0.624499 -0.903227 -0.450986 -1.7 0.2 -0.3
Cl -2.843438 -0.627185 -2.738233 0.6 0.3 0.6
H -0.281574 0.116470 3.496930 0.5 0.6 0.0
C -0.846736 -0.682375 3.061004 0.5 -0.8 0.5
H -1.930313 2.867769 -0.810456 0.2 -0.3 -0.2
H -1.863578 -0.563346 3.399720 -0.4 -0.1 -0.5